Molecular formula: C26H32BrGeIrNO5Se
Method: DFT, wB97M-V/def2-TZVPD

```
68
Properties=species:S:1:pos:R:3:forces:R:3
Ir 0.259 -1.411 -0.597 -0.140 -0.066 0.096
O -0.688 -6.944 2.449 -0.028 -0.025 0.049
C -0.348 -5.895 1.968 0.031 -0.026 -0.106
C -1.203 -4.652 1.796 0.048 0.057 0.052
O -2.344 -4.507 2.166 -0.055 -0.022 -0.006
C -0.354 -3.654 1.109 0.034 0.090 0.022
C 0.929 -4.181 0.938 -0.059 -0.043 0.023
O 2.002 -3.607 0.435 -0.012 0.063 -0.078
C 1.018 -5.556 1.402 -0.011 0.025 0.053
O 1.984 -6.294 1.380 0.026 -0.005 -0.013
O -0.784 -2.492 0.796 0.012 -0.077 -0.080
C 3.865 0.699 -4.220 0.006 0.005 -0.015
C 2.465 0.652 -3.676 0.021 0.054 -0.013
C 1.464 1.486 -4.161 -0.008 -0.026 0.023
C 0.196 1.408 -3.597 -0.011 0.030 0.001
C 0.009 0.524 -2.567 -0.053 -0.036 0.024
Br -1.640 0.202 -1.685 0.026 0.024 -0.054
N 0.955 -0.282 -2.046 0.052 0.003 -0.097
C 2.166 -0.215 -2.639 0.014 0.002 0.042
H 3.869 0.989 -5.271 -0.004 -0.008 -0.004
H 4.356 -0.270 -4.130 0.002 0.002 0.006
H 4.465 1.427 -3.670 -0.015 -0.009 0.007
H 1.664 2.175 -4.972 0.001 -0.001 0.000
H -0.630 2.012 -3.943 0.003 -0.001 -0.004
H 2.915 -0.883 -2.242 -0.004 -0.010 -0.007
C -5.358 1.922 -1.447 -0.013 0.008 0.001
Ge -4.872 2.488 0.360 0.005 -0.003 0.009
C -6.173 3.836 0.958 0.011 0.004 0.005
C -3.089 3.293 0.370 -0.010 0.010 0.004
C -4.953 0.949 1.568 0.031 0.015 0.008
Se -3.743 -0.519 1.090 -0.029 0.019 0.017
C -2.187 0.157 2.032 -0.004 -0.021 -0.020
H -5.339 2.772 -2.131 0.006 -0.005 -0.001
H -6.365 1.501 -1.452 0.002 0.002 -0.004
H -4.667 1.164 -1.814 0.012 -0.009 0.011
H -6.176 4.691 0.281 -0.003 0.001 0.004
H -5.930 4.194 1.959 0.001 -0.002 -0.001
H -7.180 3.416 0.982 0.001 0.000 -0.002
H -3.089 4.219 -0.208 -0.009 -0.002 -0.006
H -2.356 2.615 -0.067 0.002 0.000 0.003
H -2.781 3.528 1.390 0.002 0.009 -0.006
H -5.963 0.536 1.569 0.001 -0.009 -0.022
H -4.726 1.237 2.596 -0.021 -0.002 0.005
H -1.903 1.137 1.655 0.004 -0.012 0.008
H -1.391 -0.558 1.832 -0.018 -0.001 0.000
H -2.397 0.197 3.100 0.000 0.010 0.003
C 3.980 -2.061 1.661 -0.012 0.006 -0.001
C 2.643 -1.409 1.270 -0.008 0.037 -0.036
C 1.739 -1.461 2.505 0.060 0.052 0.044
C 2.004 -2.167 0.064 0.064 -0.129 0.054
C 2.853 0.024 0.782 0.022 0.014 0.013
C 1.916 1.031 1.031 -0.004 -0.052 0.026
C 2.069 2.305 0.511 0.019 0.043 -0.035
C 3.169 2.617 -0.280 -0.039 -0.003 0.008
C 4.114 1.638 -0.526 0.039 -0.023 0.000
C 3.954 0.358 -0.002 0.063 0.067 0.049
H 3.798 -3.082 1.993 0.026 0.008 0.005
H 4.458 -1.507 2.473 -0.002 0.023 -0.011
H 4.678 -2.114 0.825 -0.012 -0.040 -0.001
H 1.702 -2.481 2.891 -0.024 -0.011 -0.011
H 0.720 -1.154 2.279 0.001 -0.009 0.000
H 2.138 -0.821 3.297 0.004 -0.005 -0.001
H 2.780 -2.184 -0.713 -0.026 0.024 -0.024
H 1.039 0.812 1.622 0.008 -0.018 -0.006
H 1.316 3.058 0.715 -0.003 -0.002 -0.005
H 3.285 3.611 -0.695 0.002 0.006 0.008
H 4.985 1.864 -1.132 0.005 -0.014 0.010
H 4.711 -0.386 -0.213 -0.025 0.013 -0.019
```
Positions in Å, forces in eV/Å.

Calculated values
energy above the lowest of the compared OMol25 structures with the same formula, charge and spin = 12.46 kcal/mol
spin multiplicity = 1
highest occupied orbital energy = -0.14389 Ha
net charge = -1
Kohn-Sham gap = 6.175 eV

Results of the Löwdin charge analysis, in e, for atoms 1 through 2:
1 Ir 0.794
2 O 0.129